Record 1
Here is C10H30NO8Pd as an isolated structure from the OMol25 dataset. Energies are from wB97M-V/def2-TZVPD.

Values from the calculation:
Strongest force on any atom in eV Å⁻¹: 2.48
DFT total energy in eV: -32198.77703
HOMO energy (alpha / beta) in eV: -6.020 / -9.054
Spin multiplicity: 4
<S²>: 3.75
Frontier orbital gap (alpha / beta) in Ha: 0.2252 / 0.2648
Lowest unoccupied orbital energy (alpha / beta) in eV: 0.107 / -1.849

Geometry as XYZ:
```
50
Properties=species:S:1:pos:R:3:nbo_charge:R:1
Pd 25.153 21.122 -13.931 0.70
O 25.656 22.455 -12.329 -1.18
H 26.536 22.540 -11.913 0.45
C 27.680 19.991 -10.763 -0.61
C 26.719 20.428 -9.681 -0.08
C 26.991 21.830 -9.055 -0.07
O 25.906 22.094 -8.169 -0.55
C 25.811 23.549 -7.952 -0.27
N 25.376 20.336 -10.225 -0.83
H 27.674 20.779 -11.516 0.17
H 27.353 19.090 -11.281 0.23
H 28.640 19.915 -10.253 0.20
H 26.806 19.692 -8.882 0.18
H 27.008 22.593 -9.834 0.14
H 27.917 21.816 -8.479 0.17
H 26.709 24.015 -7.547 0.18
H 24.941 23.694 -7.310 0.20
H 25.563 24.208 -8.784 0.18
H 24.997 20.795 -9.408 0.37
H 25.369 21.121 -10.860 0.36
C 27.179 22.458 -15.727 -0.10
C 27.923 21.639 -14.621 -0.12
O 27.161 20.443 -14.499 -0.76
O 25.925 22.841 -15.161 -0.75
H 27.201 21.973 -16.702 0.19
H 27.727 23.375 -15.944 0.19
H 27.891 22.272 -13.734 0.20
H 28.989 21.455 -14.753 0.21
H 27.684 19.675 -14.743 0.52
H 25.648 23.648 -15.602 0.52
C 28.315 25.091 -10.461 -0.09
C 29.000 24.297 -11.518 -0.10
O 30.374 24.608 -11.673 -0.72
O 28.763 24.908 -9.174 -0.71
H 27.238 24.923 -10.489 0.19
H 28.480 26.155 -10.632 0.17
H 28.468 24.595 -12.421 0.20
H 28.865 23.233 -11.325 0.16
H 30.842 24.518 -10.840 0.46
H 29.687 25.161 -9.129 0.46
C 24.137 25.492 -11.197 -0.09
C 24.299 25.688 -12.713 -0.09
O 25.539 25.137 -13.126 -0.77
O 23.949 24.087 -10.915 -0.75
H 23.332 26.077 -10.753 0.18
H 25.071 25.837 -10.752 0.15
H 24.342 26.766 -12.871 0.17
H 23.443 25.215 -13.195 0.17
H 25.563 24.224 -12.828 0.49
H 24.573 23.574 -11.434 0.49
```

Record 2
Here is a 5-piece molecular cluster, C10H30O5S5 overall from the OMol25 dataset. Energies are from wB97M-V/def2-TZVPD.

Values from the calculation:
ΔE to the lowest compared entry with this formula, charge and spin in eV: 4.214
Strongest force on any atom in eV Å⁻¹: 5.70
DFT total energy in eV: -75261.61966
HOMO energy in eV: -8.693
Frontier orbital gap in Ha: 0.3212
Lowest unoccupied orbital energy in eV: 0.048

Geometry as XYZ:
```
50
Properties=species:S:1:pos:R:3:nbo_charge:R:1
C 38.693 0.711 5.321 -0.82
S 36.958 0.355 5.776 1.22
O 36.521 1.731 6.228 -1.02
C 36.225 0.136 4.158 -0.82
H 39.189 -0.224 5.027 0.23
H 39.318 0.955 6.134 0.24
H 38.685 1.556 4.622 0.23
H 36.076 1.151 3.759 0.26
H 35.422 -0.664 4.508 0.26
H 37.059 -0.328 3.677 0.23
C 37.728 1.738 -2.132 -0.79
S 37.600 3.475 -1.611 1.15
O 36.262 4.007 -2.223 -0.97
C 36.940 3.071 0.113 -0.80
H 36.819 1.328 -1.793 0.24
H 38.638 1.405 -1.692 0.22
H 37.688 1.625 -3.152 0.24
H 37.836 2.654 0.548 0.20
H 35.822 2.482 0.112 0.28
H 36.860 3.963 0.691 0.23
C 33.492 2.035 4.507 -0.83
S 33.798 2.705 2.865 1.29
O 33.642 1.628 1.853 -1.00
C 32.301 3.627 2.676 -0.89
H 34.351 1.915 5.050 0.24
H 32.745 1.300 4.487 0.23
H 33.080 2.846 4.941 0.22
H 32.406 3.990 1.593 0.26
H 31.948 4.458 3.314 0.25
H 31.409 2.822 2.475 0.24
C 34.800 -0.470 9.847 -0.86
S 34.406 -1.813 8.860 1.20
O 33.136 -2.520 9.559 -0.96
C 33.651 -0.955 7.517 -0.86
H 35.762 -0.140 9.668 0.24
H 34.942 -0.723 10.922 0.26
H 34.006 0.244 9.702 0.24
H 34.201 -0.030 7.258 0.23
H 32.604 -0.520 7.424 0.27
H 33.871 -1.688 6.739 0.23
C 38.057 4.722 3.965 -0.85
S 36.723 5.860 4.277 1.26
O 35.585 5.379 3.426 -1.00
C 36.275 5.255 5.895 -0.82
H 38.636 4.744 4.934 0.23
H 38.693 5.038 3.111 0.24
H 37.642 3.705 3.829 0.23
H 35.415 5.956 6.186 0.24
H 36.991 5.190 6.602 0.22
H 35.932 4.270 5.778 0.25
```

Record 3
Here is C10H30O9PRb as an isolated structure from the OMol25 dataset. Energies are from wB97M-V/def2-TZVPD.

Values from the calculation:
ΔE to the lowest compared entry with this formula, charge and spin in eV: 7.356
Strongest force on any atom in eV Å⁻¹: 2.50
DFT total energy in eV: -39223.46120
HOMO energy in eV: 1.528
Frontier orbital gap in Ha: 0.0699
Lowest unoccupied orbital energy in eV: 3.429
Charge: -2

Geometry as XYZ:
```
51
Properties=species:S:1:pos:R:3:nbo_charge:R:1
Rb -0.963 -19.806 0.311 0.23
P 2.423 -18.489 3.489 2.46
O 2.836 -18.092 4.901 -1.08
O 1.342 -17.503 2.997 -1.24
O 1.940 -19.995 3.427 -1.23
O 3.672 -18.323 2.616 -1.11
C -0.920 -12.795 0.529 -0.65
C 0.084 -13.575 -0.392 -0.06
O -0.200 -14.950 -0.347 -0.72
H -0.545 -11.833 0.880 0.19
H -1.332 -13.309 1.398 0.22
H -1.885 -12.679 0.034 0.20
H 1.108 -13.278 -0.163 0.16
H 0.029 -13.208 -1.417 0.16
H 0.121 -15.256 0.504 0.50
C -5.020 -16.814 5.320 -0.63
C -3.577 -16.409 5.025 -0.07
O -3.311 -16.963 3.783 -0.73
H -5.777 -16.358 4.682 0.20
H -5.362 -16.719 6.351 0.20
H -5.148 -17.881 5.138 0.21
H -2.761 -16.740 5.667 0.18
H -3.477 -15.331 4.896 0.14
H -2.353 -16.970 3.721 0.49
C -3.236 -22.400 4.732 -0.65
C -2.383 -22.598 5.993 -0.06
O -1.252 -21.802 6.036 -0.70
H -2.935 -21.562 4.104 0.23
H -4.271 -22.260 5.044 0.20
H -3.238 -23.357 4.209 0.20
H -2.199 -23.630 6.295 0.14
H -2.982 -22.135 6.778 0.15
H -0.984 -21.636 5.129 0.48
C 0.113 -26.861 2.484 -0.64
C 0.993 -25.657 2.921 -0.05
O 0.793 -24.507 2.149 -0.74
H 0.007 -27.735 3.127 0.20
H 0.530 -27.176 1.527 0.20
H -0.919 -26.563 2.298 0.21
H 2.064 -25.860 2.960 0.16
H 0.625 -25.394 3.912 0.15
H 1.057 -23.708 2.611 0.50
C 3.875 -20.140 -3.806 -0.62
C 4.064 -19.054 -2.768 -0.07
O 3.247 -19.627 -1.711 -0.74
H 4.564 -19.933 -4.624 0.18
H 2.869 -20.147 -4.226 0.21
H 4.089 -21.131 -3.405 0.22
H 3.607 -18.082 -2.950 0.16
H 5.094 -18.846 -2.480 0.16
H 3.432 -19.087 -0.939 0.49
```

Record 4
Here is C10H31AsF6N9O6Tl as an isolated structure from the OMol25 dataset. Energies are from wB97M-V/def2-TZVPD.

Values from the calculation:
ΔE to the lowest compared entry with this formula, charge and spin in eV: 0.000
Strongest force on any atom in eV Å⁻¹: 2.59
DFT total energy in eV: -118392.74414
HOMO energy in eV: -15.304
Frontier orbital gap in Ha: 0.1370
Lowest unoccupied orbital energy in eV: -11.577
Charge: +2

Geometry as XYZ:
```
64
Properties=species:S:1:pos:R:3:nbo_charge:R:1
Tl -17.752 -5.049 -24.955 1.46
As -21.908 -2.896 -25.098 2.83
F -21.897 -2.456 -23.392 -0.62
F -21.219 -1.311 -25.441 -0.63
F -21.898 -3.309 -26.804 -0.61
F -22.553 -4.540 -24.784 -0.64
F -23.531 -2.297 -25.283 -0.58
F -20.310 -3.569 -24.867 -0.65
C -18.407 -5.882 -28.545 -0.27
O -18.843 -6.209 -27.231 -0.56
C -20.237 -6.614 -27.187 -0.08
C -20.532 -7.149 -25.815 -0.27
N -20.336 -6.187 -24.736 -0.40
C -20.493 -6.769 -23.416 -0.26
C -20.308 -5.731 -22.292 -0.09
O -19.187 -4.927 -22.379 -0.43
C -19.195 -3.856 -21.403 -0.26
H -17.980 -4.881 -28.469 0.20
H -19.186 -5.795 -29.304 0.21
H -17.655 -6.584 -28.906 0.20
H -20.261 -7.416 -27.923 0.21
H -20.876 -5.754 -27.395 0.23
H -19.870 -8.014 -25.728 0.23
H -21.533 -7.579 -25.697 0.26
H -21.203 -5.619 -24.766 0.47
H -19.935 -7.695 -23.283 0.23
H -21.567 -6.997 -23.327 0.27
H -20.404 -6.288 -21.353 0.23
H -21.210 -5.102 -22.353 0.22
H -19.828 -3.026 -21.718 0.22
H -18.159 -3.539 -21.413 0.21
H -19.574 -4.156 -20.426 0.20
C -17.181 -7.353 -21.481 0.79
O -17.347 -6.664 -22.496 -0.71
N -17.590 -8.649 -21.383 -0.83
N -16.515 -6.925 -20.375 -0.82
H -17.411 -9.138 -20.528 0.41
H -17.887 -9.085 -22.238 0.41
H -16.067 -7.609 -19.796 0.41
H -16.289 -5.946 -20.397 0.42
C -18.284 -1.875 -27.450 0.79
O -18.282 -2.988 -26.871 -0.71
N -17.825 -1.781 -28.707 -0.79
N -18.773 -0.736 -26.922 -0.79
H -17.378 -2.597 -29.085 0.41
H -17.713 -0.879 -29.135 0.41
H -18.788 0.156 -27.375 0.42
H -18.978 -0.841 -25.940 0.42
C -17.331 -9.103 -25.142 0.78
O -17.415 -7.886 -25.378 -0.71
N -18.177 -10.016 -25.666 -0.82
N -16.288 -9.617 -24.462 -0.83
H -18.073 -10.984 -25.414 0.41
H -18.774 -9.790 -26.439 0.41
H -15.530 -9.023 -24.168 0.42
H -15.957 -10.566 -24.538 0.41
C -18.062 -1.272 -23.487 0.78
O -18.123 -2.515 -23.636 -0.71
N -19.131 -0.491 -23.665 -0.82
N -16.966 -0.649 -22.992 -0.81
H -18.953 0.482 -23.843 0.41
H -20.045 -0.906 -23.794 0.45
H -16.979 0.283 -22.625 0.42
H -16.191 -1.277 -22.856 0.41
```

Record 5
Here is C10H31Li2N2O10 as an isolated structure from the OMol25 dataset. Energies are from wB97M-V/def2-TZVPD.

Values from the calculation:
ΔE to the lowest compared entry with this formula, charge and spin in eV: 1.581
Strongest force on any atom in eV Å⁻¹: 2.26
DFT total energy in eV: -34732.09622
HOMO energy in eV: -11.138
Frontier orbital gap in Ha: 0.2239
Lowest unoccupied orbital energy in eV: -5.046
Charge: +1

Geometry as XYZ:
```
55
Properties=species:S:1:pos:R:3:nbo_charge:R:1
Li -1.520 -1.527 -2.481 0.95
Li -3.074 0.639 -2.264 0.97
C -0.488 0.643 -0.810 -0.26
O -1.683 -0.070 -1.087 -1.16
H -0.436 0.991 0.226 0.20
H 0.406 0.009 -0.942 0.15
H -0.300 1.493 -1.484 0.15
C 1.531 -3.347 -4.881 -0.10
C 0.445 -2.298 -4.771 -0.09
O 0.173 -1.955 -3.364 -0.82
O 1.070 -4.628 -4.486 -0.70
H 2.270 -3.090 -4.120 0.19
H 1.908 -3.351 -5.904 0.20
H -0.521 -2.643 -5.150 0.18
H 0.657 -1.376 -5.318 0.19
H 0.937 -1.430 -3.097 0.50
H 0.491 -4.993 -5.163 0.47
C -3.497 1.427 2.307 -0.09
C -3.280 -0.080 2.336 -0.11
O -3.505 -0.658 1.051 -0.75
O -2.500 2.077 1.510 -0.75
H -3.372 1.785 3.331 0.20
H -4.489 1.694 1.937 0.17
H -3.992 -0.527 3.024 0.19
H -2.243 -0.232 2.649 0.20
H -2.789 -0.360 0.470 0.48
H -2.521 1.706 0.622 0.46
C 2.615 -3.486 -0.860 -0.09
C 1.535 -2.977 0.037 -0.09
O 1.831 -3.162 1.406 -0.70
O 3.738 -2.596 -0.815 -0.72
H 2.301 -3.583 -1.909 0.15
H 2.918 -4.499 -0.565 0.18
H 0.569 -3.448 -0.191 0.16
H 1.430 -1.892 -0.044 0.18
H 1.786 -4.087 1.662 0.47
H 4.233 -2.689 -1.632 0.47
C 0.479 4.018 0.925 -0.07
C 0.241 5.453 1.317 -0.09
O 0.843 6.297 0.307 -0.73
O 0.032 3.149 1.988 -0.78
H 1.527 3.821 0.716 0.19
H -0.133 3.799 0.045 0.15
H 0.722 5.707 2.259 0.19
H -0.832 5.643 1.353 0.16
H 0.173 6.895 -0.031 0.47
H -0.887 2.901 1.794 0.50
C 0.701 0.079 3.790 0.78
O 0.880 -0.979 4.365 -0.64
N -0.372 0.936 4.004 -0.88
N 1.542 0.574 2.812 -0.88
H -0.924 0.971 4.837 0.41
H -0.322 1.732 3.391 0.39
H 2.317 0.034 2.478 0.41
H 1.380 1.491 2.420 0.40
```

Record 6
Here is a 6-piece molecular cluster, C10H33O6 overall from the OMol25 dataset. Energies are from wB97M-V/def2-TZVPD.

Values from the calculation:
ΔE to the lowest compared entry with this formula, charge and spin in eV: 5.244
Strongest force on any atom in eV Å⁻¹: 8.69
DFT total energy in eV: -23177.97147
HOMO energy in eV: -13.057
Frontier orbital gap in Ha: 0.3976
Lowest unoccupied orbital energy in eV: -2.238
Charge: +1

Geometry as XYZ:
```
49
Properties=species:S:1:pos:R:3:nbo_charge:R:1
O 42.702 10.581 18.751 -0.78
H 41.775 10.789 18.850 0.56
H 43.229 11.136 19.354 0.56
H 42.954 10.691 17.840 0.56
C 42.554 11.806 22.249 -0.61
C 43.672 12.791 21.683 -0.07
O 44.118 12.157 20.558 -0.76
H 41.848 11.559 21.504 0.21
H 41.980 12.271 22.838 0.20
H 43.039 10.748 22.422 0.20
H 44.532 12.694 22.482 0.18
H 43.228 13.821 21.565 0.18
H 45.040 12.337 20.505 0.49
C 39.791 9.575 16.092 -0.62
C 41.074 8.984 15.597 -0.04
O 41.791 8.684 16.689 -0.75
H 40.101 10.415 16.571 0.19
H 39.212 8.884 16.822 0.22
H 39.196 9.947 15.291 0.22
H 41.622 9.487 15.018 0.15
H 40.929 7.973 15.178 0.15
H 42.435 7.933 16.460 0.48
C 41.097 6.832 19.932 -0.62
C 40.363 8.192 20.140 -0.06
O 41.214 9.182 20.802 -0.77
H 40.586 6.091 19.414 0.22
H 41.278 6.534 20.996 0.20
H 41.925 7.070 19.417 0.20
H 39.458 8.088 20.861 0.17
H 40.153 8.596 19.147 0.18
H 41.674 8.802 21.577 0.48
C 40.930 13.380 17.500 -0.66
C 40.009 13.114 18.740 -0.06
O 40.347 11.798 19.232 -0.77
H 41.834 13.762 18.164 0.20
H 40.531 14.384 16.996 0.25
H 41.421 12.626 17.017 0.21
H 38.948 13.180 18.220 0.17
H 39.965 13.779 19.536 0.19
H 39.535 11.556 19.747 0.51
C 45.320 9.676 16.548 -0.68
C 44.783 10.883 15.790 -0.07
O 44.001 11.675 16.646 -0.79
H 46.113 9.083 16.076 0.26
H 44.649 8.995 17.183 0.22
H 46.047 10.037 17.223 0.23
H 44.106 10.700 14.925 0.17
H 45.609 11.449 15.189 0.19
H 43.759 12.622 16.283 0.51
```